Density functional theory data (ωB97M-V with the def2-TZVPD basis set) for a structure of composition C2H11NO3 at a distorted geometry.

Output
- frontier orbital gap (eV) = 7.911
- largest force on an atom (hartree/bohr) = 0.045
- E_HOMO (eV) = -9.02

Each line ends with the natural charge from an NBO analysis.
Atoms and positions in Å:
C (-0.1641, 0.0800, 2.5146)  -0.4715
C (-0.0727, -0.9034, 0.8197)  0.2694
N (-0.1090, 0.3966, 1.0531)  -0.7343
H (0.6684, -0.5143, 2.9151)  0.2049
H (-1.1474, -0.2492, 2.8780)  0.2021
H (-0.0511, 1.0363, 3.0474)  0.2615
H (0.8946, -1.4247, 0.7354)  0.1593
H (-0.9353, -1.4931, 0.4539)  0.1847
H (1.5331, 1.8658, -1.1802)  0.4798
H (0.8725, 0.8899, -0.1207)  0.4920
O (1.4083, 0.9237, -0.9920)  -1.0029
H (0.5137, -0.4299, -3.7264)  0.4639
H (0.8036, -0.1932, -2.2639)  0.4979
O (0.4345, -0.8634, -2.8763)  -0.9835
H (-1.5489, 0.0090, -1.8637)  0.4864
H (-1.2086, 0.5046, -0.3622)  0.4783
O (-1.8915, 0.3653, -1.0318)  -0.9883

---

Density functional theory data (ωB97M-V with the def2-TZVPD basis set) for a cluster of 4 separate species, C2H11NO3 in total at a distorted geometry.

Output
- frontier orbital gap (alpha / beta) (eV) = 8.626 / 5.137
- largest force on an atom (hartree/bohr) = 0.070
- 2S+1 = 2
- ⟨S²⟩ = 0.76
- charge = +1
- E_HOMO (alpha / beta) (eV) = -13.87 / -13.87

Each line ends with the natural charge from an NBO analysis.
Atoms and positions in Å:
C (2.2735, -0.8235, -1.8532)  -0.1155
C (1.0392, -0.2061, -1.9225)  0.1137
N (0.3778, 0.2715, -0.8304)  -0.6177
H (3.0138, -0.7680, -1.0582)  0.2455
H (2.6491, -1.2765, -2.7484)  0.2382
H (0.5772, 0.1561, -2.8352)  0.2525
H (1.0505, 0.3637, -0.0644)  0.4275
H (-0.0760, 1.1784, -0.9660)  0.4540
H (-1.9927, -2.1360, -0.8650)  0.4856
H (-0.8158, -1.2921, -0.5865)  0.4458
O (-1.4359, -1.8770, -0.1321)  -0.9199
H (-2.6738, 0.6968, 1.7211)  0.4938
H (-1.7270, -0.2097, 0.8593)  0.4878
O (-1.9014, 0.6968, 1.1259)  -0.9926
H (-0.6565, 1.2696, 3.7348)  0.4750
H (0.1297, 2.2146, 2.7965)  0.4640
O (0.1683, 1.7414, 3.6242)  -0.9377

---

Density functional theory data (ωB97M-V with the def2-TZVPD basis set) for a cluster of 4 separate species, C2H11NO3 in total at a distorted geometry.

Output
- frontier orbital gap (alpha / beta) (eV) = 6.392 / 3.411
- largest force on an atom (hartree/bohr) = 0.170
- 2S+1 = 2
- ⟨S²⟩ = 0.76
- charge = +1
- E_HOMO (alpha / beta) (eV) = -12.46 / -12.45

Each line ends with the natural charge from an NBO analysis.
Atoms and positions in Å:
C (-2.7113, -0.1757, 1.4633)  -0.1574
C (-1.9251, -0.7820, 0.6318)  0.1390
N (-1.1846, -0.0687, -0.3383)  -0.6793
H (-3.5152, 0.5841, 1.1295)  0.2836
H (-2.9023, -0.5643, 2.5143)  0.2783
H (-1.8074, -1.9152, 0.4533)  0.2824
H (-1.6368, 0.8390, -0.4303)  0.4163
H (-1.3383, -0.4657, -1.2663)  0.4355
H (0.7093, -1.8029, 0.0152)  0.4596
H (0.7377, -0.4663, -0.2937)  0.4776
O (1.3646, -1.1997, -0.1988)  -0.8868
H (2.6579, -1.2272, -1.0131)  0.4827
H (3.9814, -0.3514, -1.4672)  0.4542
O (3.5227, -1.2472, -1.6926)  -0.9870
H (1.9598, 2.5894, -0.0761)  0.4773
H (1.0543, 3.6027, 0.2519)  0.4748
O (1.0334, 2.6510, 0.3171)  -0.9509